84
Properties=species:S:1:pos:R:3:forces:R:3:mulliken_charge:R:1 method="wB97M-V/def2-TZVPD" homo_energy_ev=-11.25 orbital_gap_ev=6.99 energy_ha=-3716.006654 charge=+1
I -7.062 3.418 -0.381 0.9829 -0.0450 0.0842 0.334
Cl -1.397 4.781 0.846 -0.0261 -0.5550 -0.5141 -0.101
S -3.724 4.939 -1.681 0.6640 -0.2544 -0.4837 -0.011
S -2.490 0.914 1.237 0.2622 0.0663 0.1149 -0.106
O 6.491 -1.524 -4.021 -0.0601 0.0127 0.0326 -0.660
O 1.762 -4.597 4.686 -0.0513 0.0570 -0.0420 -0.658
O 0.077 2.784 -3.287 -0.6728 -0.5458 -0.0224 -0.474
O -2.248 -5.210 1.206 0.0311 0.0676 0.0477 -0.666
O -2.953 7.378 0.086 0.3254 -0.9650 -0.5630 -0.433
O -2.334 2.241 -1.074 0.2933 0.4784 0.2423 -0.460
O -4.634 7.958 1.347 -2.1576 2.8653 2.0730 -0.451
O 1.749 -0.345 -1.865 -0.0804 0.0497 0.2920 -0.684
N -4.337 2.262 -0.061 0.0404 -0.7973 0.2816 -0.024
C 1.962 -0.170 -4.615 -0.1213 0.0598 -0.2082 -0.472
C 6.209 -1.927 -1.267 0.1114 -0.0556 0.1303 -0.598
C -0.222 -6.060 2.053 0.1004 0.0562 0.1157 0.202
C 0.840 -5.885 2.945 -0.1372 0.0283 -0.1075 0.209
C -2.871 2.391 0.186 0.0169 -0.9291 -0.4377 0.387
C 1.858 -7.899 2.122 -0.0713 0.0101 -0.0344 -0.490
C 3.768 -1.239 -0.124 0.0312 -0.0404 0.1614 -0.565
C -4.025 4.571 0.096 -2.4171 -0.6313 0.5382 1.186
C 5.407 -1.287 -3.533 0.3424 -0.0892 -0.1593 0.485
C 1.880 -6.805 2.971 0.1257 -0.1295 -0.0135 -0.559
C -0.891 2.191 -1.128 1.0247 0.7689 -0.5410 -0.692
C -1.321 -5.062 1.976 -0.2582 -0.1605 -0.2863 0.562
C 2.136 -0.062 -5.985 0.1197 -0.0182 -0.0088 -0.631
C 5.180 -1.447 -2.068 -0.1525 0.0292 0.0223 0.251
C -4.975 3.362 -0.087 -0.7375 1.2666 -0.2483 -1.219
C -0.222 -3.713 3.783 -0.1260 0.0073 -0.0862 0.154
C -4.272 3.407 2.957 -1.6121 -0.2699 0.7603 -1.175
C -0.248 -7.168 1.215 0.0251 -0.1381 -0.0986 -0.569
C 3.028 -0.552 -3.811 0.1104 -0.0538 -0.1071 0.362
C -2.245 -2.893 2.764 -0.1449 0.1911 -0.0177 -0.671
C 0.946 3.979 -1.400 -0.9727 0.5260 0.0537 -1.349
C 3.950 -1.115 -1.496 0.0700 -0.0041 -0.0573 0.202
C 0.789 -8.085 1.251 0.0504 0.0260 0.0464 -0.482
C -2.912 3.812 0.861 1.3072 0.3540 0.5679 1.155
C 0.869 -4.725 3.874 0.3377 -0.0648 0.2311 0.630
C -0.325 3.315 -2.024 1.3286 0.2208 -0.2098 1.240
C 2.825 -0.645 -2.346 -0.2979 0.0887 0.0681 0.469
C -0.193 -2.603 4.619 -0.0104 0.1747 0.0784 -0.631
C -1.258 -3.865 2.861 0.1305 0.0309 0.0936 0.288
C -3.137 3.577 2.357 0.6780 0.4470 -0.8586 -0.910
C 4.798 -1.712 0.671 0.0411 -0.0108 -0.0258 -0.547
C -4.733 5.720 0.839 0.6754 -0.0126 -0.9408 -0.646
C -2.206 -1.782 3.588 0.0877 0.0115 0.0308 -0.675
C -1.182 -1.639 4.522 -0.0242 0.0036 -0.0756 -0.696
C 4.269 -0.837 -4.381 -0.0877 0.0259 0.0625 0.369
C -4.097 7.114 0.773 1.4059 -1.8063 -0.7914 0.171
C 6.016 -2.065 0.098 -0.0734 0.0337 -0.0011 -0.506
C 4.443 -0.715 -5.754 -0.0299 0.0247 -0.2037 -0.645
C 3.379 -0.328 -6.554 -0.0514 0.0118 0.0805 -0.465
H 2.819 -0.970 0.322 -0.0381 0.0009 -0.1298 0.538
H -1.076 -7.311 0.534 -0.0318 0.1194 0.0488 0.473
H -0.451 2.358 -0.146 -0.3510 -0.2065 0.1331 0.345
H -5.730 5.833 0.406 0.0915 0.0808 -0.0314 0.501
H 1.782 3.940 -2.096 0.0541 -0.2970 0.1476 0.428
H -3.043 -3.005 2.040 0.0622 -0.1506 -0.0123 0.481
H 0.605 -2.492 5.341 0.0412 -0.1275 -0.0588 0.511
H -1.416 1.360 1.923 -0.2401 0.0951 -0.2455 0.224
H 3.516 -0.237 -7.624 0.0012 -0.0066 0.0179 0.404
H -0.511 1.237 -1.502 -0.4568 -0.0912 -0.0063 0.391
H 2.709 -6.664 3.652 -0.0844 0.0957 0.0477 0.485
H -5.226 3.355 2.442 -0.0459 0.1861 0.1204 0.176
H -1.081 4.085 -2.199 -0.1282 -0.1240 0.2196 -0.462
H 7.158 -2.197 -1.711 -0.0620 0.0578 -0.1128 0.485
H -4.297 3.267 4.028 -0.0735 -0.1326 0.0203 0.382
H -4.894 5.509 1.895 0.1816 -0.0093 -0.0834 0.233
H 6.817 -2.446 0.719 -0.0102 0.0133 -0.0094 0.411
H 1.305 0.231 -6.613 0.0144 -0.0082 0.0086 0.430
H 1.215 3.557 -0.432 0.2093 -0.0212 -0.1396 0.268
H 2.672 -8.611 2.139 -0.0186 0.0063 0.0080 0.412
H 4.653 -1.813 1.739 0.0045 -0.0070 -0.0173 0.443
H 0.997 0.040 -4.174 0.0862 0.0158 0.1154 0.409
H -2.238 3.515 2.953 0.2197 0.1893 -0.2002 0.573
H -1.156 -0.773 5.171 -0.0056 -0.0325 0.0140 0.427
H 0.725 5.042 -1.260 0.1712 -0.0714 0.2017 0.345
H 0.769 -8.946 0.595 -0.0016 0.0147 0.0116 0.405
H -2.975 -1.023 3.508 -0.0281 -0.0415 0.0507 0.831
H -4.787 1.360 -0.197 0.2256 -0.0009 -0.1341 0.319
H 0.588 3.454 -3.753 -0.0966 -0.0550 0.0443 0.320
H 5.407 -0.926 -6.198 0.0265 -0.0374 0.1288 0.489
H -4.782 5.711 -2.030 0.0427 -0.0878 0.7904 0.262
H -2.192 7.413 0.680 -0.1046 0.2160 -0.0137 0.325

82
Properties=species:S:1:pos:R:3:forces:R:3:mulliken_charge:R:1 method="wB97M-V/def2-TZVPD" homo_energy_ev="0.09 / -0.73" spin_multiplicity=2 orbital_gap_ev="4.10 / 4.92" energy_ha=-3944.618286 charge=-2 s2=0.864
Ru 0.255 -0.618 0.229 0.7254 -0.8233 1.2006 -1.508
Cl -0.459 -3.155 -2.323 -0.1414 -0.2520 -0.2489 -0.116
Cl -5.704 -4.504 -2.406 -0.4075 -0.3952 -0.1927 -0.303
Cl -4.116 0.115 -0.143 -0.1458 0.2038 -0.0275 -0.191
P -0.917 0.680 2.301 1.1055 -1.8242 -0.1327 2.012
P 2.250 -0.926 -1.426 -0.7191 0.8443 1.5399 1.944
O 1.639 3.315 -0.694 0.7462 0.6563 -0.0446 -0.797
O 0.437 1.469 -0.399 -0.0872 0.0353 -0.1740 0.362
O -1.450 -0.822 -0.869 -1.9466 -0.1395 -1.1746 0.429
N 1.793 -0.346 1.486 0.3334 0.3936 0.0160 1.111
C 1.647 -0.059 2.809 0.0123 -0.1557 -0.2763 0.332
C 3.510 -1.777 -3.850 -0.1164 0.3664 0.6413 -0.540
C -4.978 -1.072 3.554 0.2174 0.1926 -0.0710 -0.590
C 3.310 -1.976 -2.477 -0.2790 -0.9580 -0.4449 0.663
C -2.376 -1.633 -1.222 1.3148 0.8159 0.4427 -1.536
C -0.613 3.310 -1.486 0.3441 -0.2479 0.2368 -1.389
C -2.117 -2.832 -1.931 -0.6393 -0.6742 -0.3093 0.655
C -1.457 4.703 2.494 -0.0117 0.6806 0.5299 -0.660
C 2.726 1.442 -2.957 -0.1622 -0.4392 0.2091 -0.322
C 3.778 -3.179 -1.912 -0.2283 0.8070 0.0768 -0.439
C 3.075 -0.089 1.136 -0.2044 -0.1711 0.1629 -0.194
C -3.124 -3.719 -2.322 0.6303 0.7486 0.4000 -0.921
C 0.621 0.318 -3.230 0.0750 -0.2416 0.1381 -0.247
C 2.847 0.385 3.315 0.2873 0.1036 0.2441 -1.402
C 3.768 0.358 2.243 0.3218 0.1136 0.1860 -0.832
C -1.109 5.047 3.801 -0.0694 -0.2581 -0.3721 -0.513
C 2.355 2.351 -3.929 0.0557 0.2394 -0.2782 -0.669
C 0.300 -0.211 3.422 -0.2167 0.2764 -0.1620 -1.299
C -3.447 0.783 3.585 0.6602 -0.1625 -0.0984 -0.558
C -4.764 -2.235 -1.324 0.8064 0.5216 0.2069 -0.850
C -2.802 -1.303 2.563 0.5314 0.4008 0.0549 -0.349
C -0.666 4.055 4.665 -0.0095 0.4548 0.2790 -0.576
C 1.130 2.243 -4.568 -0.0766 -0.1444 0.0399 -0.616
C -4.674 0.241 3.898 -0.5464 -0.3911 0.1443 -0.686
C 3.573 -0.312 -0.257 0.0376 0.0675 -0.1832 -1.230
C -0.584 2.744 4.249 -0.1641 -0.5209 -0.6148 -0.121
C -2.477 0.011 2.936 -0.8393 0.1219 -0.1845 0.551
C 4.715 -3.855 -4.016 -0.1834 0.3103 0.0161 -0.443
C 4.478 -4.092 -2.664 0.3256 -0.3264 -0.3906 -0.654
C -4.428 -3.402 -1.985 0.0147 0.0157 -0.0473 0.492
C -0.941 2.383 2.939 0.1669 0.6415 0.1427 -0.108
C 4.219 -2.689 -4.599 0.4327 -0.6752 -0.1750 -0.753
C -3.741 -1.356 -0.965 -0.6716 -0.7511 -0.2431 0.852
C 0.615 2.647 -0.796 -0.7918 -0.1008 -0.1507 0.754
C -4.031 -1.835 2.873 -0.4684 -0.0998 0.3081 -0.510
C 0.054 -2.487 0.992 0.1905 0.7791 -0.5145 -1.358
C 0.256 1.221 -4.206 0.1187 0.2605 -0.2973 -0.534
C 1.864 0.406 -2.600 0.2076 0.2671 -0.3633 0.550
C -1.363 3.397 2.071 0.0783 -0.7197 0.0374 -0.144
H 3.579 -3.364 -0.864 -0.0201 -0.0869 0.0730 0.433
H -1.181 6.074 4.137 0.0141 0.0242 -0.0143 0.353
H -1.620 3.123 1.058 -0.0014 0.0258 -0.1550 0.456
H -0.844 4.241 -0.971 -0.0171 0.1771 -0.0148 0.329
H -2.063 -1.875 2.002 -0.0092 -0.0315 -0.0310 -0.038
H 0.275 0.151 4.451 0.0095 -0.0549 0.0191 0.636
H -0.023 -1.260 3.408 -0.0620 0.1592 -0.0271 0.303
H -5.788 -2.011 -1.080 -0.1340 0.0468 0.0302 0.416
H 3.131 -0.881 -4.318 -0.0631 0.0373 -0.0205 0.374
H 0.849 2.961 -5.330 -0.0135 0.0272 -0.0039 0.255
H -1.470 2.643 -1.463 -0.1074 -0.0731 -0.0343 0.162
H 3.684 1.547 -2.469 0.0209 0.0247 0.0384 0.317
H -1.804 5.476 1.820 0.0348 -0.0477 -0.0919 0.390
H 4.001 0.616 -0.653 0.0017 -0.1228 -0.0248 0.177
H 3.035 3.154 -4.184 -0.0284 0.0608 -0.0041 0.345
H -0.258 1.992 4.951 0.0686 -0.0625 -0.0058 0.207
H 4.844 -5.004 -2.208 -0.0198 -0.0068 0.0189 0.361
H 3.042 0.700 4.326 0.0176 0.0314 0.1908 0.424
H 5.266 -4.570 -4.611 0.0301 -0.0519 -0.0275 0.352
H -4.275 -2.845 2.572 0.0311 -0.0696 -0.0477 0.430
H -0.713 1.134 -4.682 -0.0213 0.0279 0.0131 0.308
H -0.384 4.308 5.682 -0.0175 0.0030 -0.0603 0.382
H -2.882 -4.616 -2.869 0.0072 -0.0943 -0.0030 0.449
H -0.069 -0.460 -2.929 -0.0088 0.0212 0.0836 0.085
H -3.226 1.807 3.853 -0.0248 0.0645 -0.0077 0.288
H 0.687 -2.889 1.785 0.0795 0.0233 0.1776 0.286
H -0.347 3.533 -2.519 -0.0287 0.0918 -0.0184 0.318
H 4.370 -1.069 -0.259 -0.1033 0.1476 -0.0778 0.551
H 4.804 0.653 2.279 0.1559 0.0289 -0.0209 0.433
H -0.543 -3.268 0.525 -0.2339 -0.1756 -0.0633 0.374
H 4.392 -2.499 -5.653 -0.0237 -0.0136 0.0065 0.370
H -5.407 0.845 4.417 -0.0809 0.0426 0.0177 0.372
H -5.947 -1.489 3.793 -0.0659 -0.0204 0.0031 0.349

85
Properties=species:S:1:pos:R:3:forces:R:3:mulliken_charge:R:1 method="wB97M-V/def2-TZVPD" homo_energy_ev="-1.74 / -1.23" orbital_gap_ev="4.12 / 3.65" energy_ha=-3048.012723 charge=-1
Tl 0.253 0.141 0.533 0.0726 0.0774 -0.2035 2.330
Cl 7.658 -0.509 -1.313 0.0608 -0.0251 -0.0315 -0.289
P -1.790 1.526 -2.662 -0.0682 -0.3955 -0.0403 -0.742
O 2.463 0.817 1.030 0.1330 0.0018 -0.0232 -0.337
N 1.615 -1.836 0.324 0.0923 0.2547 -0.0937 0.418
N -1.066 -0.843 -3.875 0.0547 -0.0226 0.0665 0.255
N -1.161 -1.848 0.237 0.0474 -0.0145 0.1183 0.550
N 0.044 -0.841 3.021 0.0162 0.0169 0.2661 0.369
N -2.133 1.367 0.116 -0.0783 0.0165 -0.1127 0.305
N 0.021 3.702 -2.532 -0.0857 -0.1234 0.2652 0.454
N -4.069 1.500 -0.935 0.1653 0.0767 0.0824 0.441
N 0.663 2.022 -1.264 -0.1700 0.1565 0.0733 0.629
N 0.018 -0.551 -1.950 0.0529 0.0508 0.1806 0.641
C 3.833 -0.799 -0.064 0.1702 0.4341 0.0128 0.240
C 1.678 2.930 -1.330 0.0820 0.0959 0.0242 -0.645
C 0.289 -2.492 4.730 0.0343 0.0973 0.0952 -1.206
C 0.050 1.781 2.035 0.1401 -0.5287 0.0077 0.519
C 0.260 2.607 4.291 -0.0054 -0.1923 0.0432 -0.867
C 0.043 -2.105 3.424 -0.0093 -0.1900 0.0038 -0.075
C 0.890 -5.472 0.350 -0.1101 0.0417 -0.0180 -0.927
C 0.931 -3.031 0.334 -0.1075 -0.2584 0.0441 0.398
C -1.949 -0.602 -4.976 0.0250 0.0223 0.0082 -0.908
C -0.903 -0.020 -2.774 -0.1803 0.3234 -0.3767 -0.298
C -2.705 1.515 -1.069 -0.0438 0.0431 0.0759 -0.347
C -0.477 -5.481 0.109 0.0984 -0.1363 -0.0085 -0.923
C -2.570 -4.208 -0.213 0.1617 0.0908 0.0424 -1.183
C 4.681 1.399 0.553 0.0622 0.0436 -0.0266 -0.504
C 0.567 -1.494 5.653 -0.0329 -0.0639 -0.1332 -0.416
C -5.026 1.661 -1.999 -0.0782 -0.0151 -0.1068 -0.928
C 0.569 -0.177 5.237 0.0552 0.0932 0.0610 -1.225
C 1.585 -4.282 0.450 0.1346 -0.0088 -0.0161 -0.904
C -3.137 1.275 1.037 -0.1414 0.0805 0.0140 -0.766
C 3.592 0.484 0.529 0.0170 -0.0607 -0.0396 -0.147
C -3.211 -2.980 -0.238 -0.0188 -0.0904 0.0149 -1.060
C 0.215 1.525 3.401 -0.1006 0.4698 -0.3402 0.612
C -0.494 -3.021 0.213 0.0760 0.0897 0.0020 0.219
C -0.339 2.494 -1.995 0.3548 0.1028 -0.1073 -0.624
C -0.090 3.089 1.601 -0.0767 0.1790 0.0100 -0.127
C 5.908 1.106 0.002 -0.1266 -0.0502 0.0343 -0.595
C -0.191 -1.896 -3.731 0.0402 -0.0514 0.0544 -1.026
C -0.808 4.536 -3.369 0.0150 0.0100 -0.1850 -0.970
C 6.101 -0.137 -0.598 0.0704 -0.0122 -0.0420 0.200
C 0.457 -1.698 -2.551 -0.0529 -0.1071 -0.0685 -0.591
C 5.094 -1.067 -0.632 -0.1533 -0.0059 0.0645 -1.335
C -1.185 -4.265 0.036 -0.2188 -0.0118 -0.0178 0.953
C -4.345 1.358 0.407 0.0133 -0.0405 0.0752 -0.683
C -2.479 -1.835 0.012 -0.1089 0.1329 0.0208 -0.067
C 2.864 -1.846 -0.086 -0.2783 -0.2445 0.0712 -0.118
C 0.148 3.907 3.841 0.0087 0.1300 0.0629 -0.839
C 1.299 3.983 -2.110 0.0660 -0.0013 -0.0399 -0.760
C 0.290 0.135 3.902 0.0174 -0.4234 0.1114 0.684
C -0.035 4.154 2.489 -0.0030 -0.1037 -0.0623 -0.946
H -4.933 2.642 -2.469 -0.0007 -0.0071 0.0145 0.311
H 0.795 0.601 5.949 0.0063 0.0089 -0.0224 0.342
H -1.885 -1.436 -5.674 0.0019 -0.0080 0.0105 0.334
H -0.160 -2.849 2.663 -0.0097 0.0186 0.0139 0.438
H -1.820 4.580 -2.972 -0.0050 0.0248 -0.0017 0.335
H -1.019 -6.411 -0.013 0.0038 0.0071 0.0171 0.351
H 0.270 -3.536 5.011 0.0017 -0.0108 -0.0482 0.462
H 1.220 -2.318 -2.111 -0.0476 -0.0035 -0.0028 0.607
H -4.272 -2.910 -0.437 0.0046 0.0577 0.0114 0.484
H -0.395 5.543 -3.395 0.0136 -0.0061 0.0447 0.333
H 0.374 2.438 5.355 -0.0154 0.0096 -0.0135 0.259
H -0.132 5.171 2.125 -0.0062 -0.0048 0.0055 0.433
H -2.966 -0.872 0.043 0.0358 -0.0362 -0.0509 -0.002
H -0.855 4.147 -4.388 -0.0093 -0.0118 0.0223 0.327
H 1.813 4.883 -2.406 -0.0329 -0.0005 0.0229 0.434
H -0.112 -2.676 -4.469 0.0040 0.0158 0.0132 0.417
H 0.195 4.728 4.547 -0.0053 -0.0167 0.0050 0.374
H 6.719 1.824 0.031 -0.0004 0.0044 -0.0092 0.395
H 4.503 2.359 1.024 -0.0058 -0.0108 0.0130 0.463
H 3.233 -2.780 -0.515 -0.0060 0.0059 0.0345 0.329
H -4.864 0.901 -2.767 0.0121 0.0048 0.0207 0.265
H -0.254 3.289 0.550 0.0211 -0.0290 0.0159 0.187
H -3.113 -5.128 -0.391 0.0036 -0.0139 0.0161 0.378
H 1.421 -6.410 0.468 0.0202 0.0101 -0.0043 0.383
H 0.783 -1.742 6.685 0.0043 0.0236 0.0100 0.405
H 5.263 -2.030 -1.100 0.0284 -0.0109 0.0148 0.426
H -5.354 1.315 0.782 0.0027 0.0262 -0.0364 0.394
H 2.607 2.773 -0.803 -0.0451 0.0069 0.0083 0.372
H -2.980 -0.502 -4.617 -0.0055 0.0134 -0.0116 0.248
H -2.926 1.150 2.089 -0.0257 -0.0116 -0.0297 0.434
H -6.031 1.559 -1.593 0.0116 -0.0117 0.0117 0.327
H 2.644 -4.306 0.669 -0.0155 0.0108 0.0100 0.590
H -1.683 0.323 -5.497 -0.0285 -0.0094 -0.0190 0.320